The following is a quantum chemistry calculation of a single C5H10O2 molecule, from OMol25.

Computed properties:
- SMILES = C=C[C@H](CO)OC
- calculated total energy (Eh) = -346.93568
- spin multiplicity = 1
- energy above the lowest of the compared OMol25 structures with the same formula, charge and spin (kcal per mole) = 56.32

Last columns: bonded neighbours and bond lengths (Å).
CARTESIAN COORDINATES (ANGSTROEM)
1 C 1.7307 1.1933 -1.1214  C2 1.329, H8 1.088, H9 1.087
2 C 0.8412 1.2886 -0.1382  C1 1.329, C3 1.508, H10 1.090
3 C -0.2779 0.3093 0.1104  C2 1.508, C4 1.543, O6 1.411, H11 1.103
4 C 0.0039 -0.5168 1.3825  C3 1.543, O5 1.412, H12 1.101, H13 1.096
5 O 0.5229 0.2485 2.4493  C4 1.412, H14 0.970
6 O -0.3934 -0.5643 -0.9911  C3 1.411, C7 1.407
7 C -1.6281 -1.2336 -1.0748  O6 1.407, H15 1.101, H16 1.101, H17 1.093
8 H 2.5274 1.9250 -1.2370  C1 1.088
9 H 1.6805 0.3896 -1.8509  C1 1.087
10 H 0.8904 2.1156 0.5709  C2 1.090
11 H -1.2141 0.8791 0.2377  C3 1.103
12 H 0.6936 -1.3181 1.0767  C4 1.101
13 H -0.9146 -0.9818 1.7598  C4 1.096
14 H 1.4120 0.5267 2.1795  O5 0.970
15 H -1.8080 -1.9159 -0.2301  C7 1.101
16 H -2.4636 -0.5188 -1.1310  C7 1.101
17 H -1.6028 -1.8265 -1.9924  C7 1.093

natural (NBO) population analysis, charges in e, atoms 1 to 4: number 1, C, carries -0.38; number 2, C, carries -0.22; number 3, C, carries 0.03; number 4, C, carries -0.08



The following is a quantum chemistry calculation of 14 unconnected molecules or ions with the total composition C30H57Br26N in a non-equilibrium geometry, from OMol25.

Computed properties:
- calculated total energy (Eh) = -68156.41140
- spin multiplicity = 1

Last columns: bonded neighbours and bond lengths (Å).
CARTESIAN COORDINATES (ANGSTROEM)
1 N -0.2667 0.6566 4.7623  C2 1.414, C5 1.359, H6 1.010
2 C 0.6400 1.7403 4.8148  N1 1.414, C3 1.377, H7 1.078
3 C 1.8130 1.2679 4.2692  C2 1.377, C4 1.439, H8 1.140
4 C 1.6259 -0.1115 3.9052  C3 1.439, C5 1.375, H9 1.067
5 C 0.3477 -0.4540 4.2777  N1 1.359, C4 1.375, H10 1.079
6 H -1.1931 0.7989 5.1399  N1 1.010
7 H 0.4399 2.6744 5.3139  C2 1.078
8 H 2.8028 1.8336 4.2839  C3 1.140
9 H 2.2414 -0.8430 3.4311  C4 1.067
10 H -0.2884 -1.3171 4.1602  C5 1.079
11 Br 5.9904 -1.7422 0.0008  C12 2.010
12 C 6.7416 -0.7911 -1.6028  Br11 2.010, C13 1.509, H15 1.069, H16 1.082
13 C 6.1756 -1.4816 -2.8190  C12 1.509, Br14 1.994, H17 1.080, H18 1.069
14 Br 6.8464 -0.7229 -4.5365  C13 1.994
15 H 7.8081 -0.8013 -1.5320  C12 1.069
16 H 6.3620 0.2130 -1.4676  C12 1.082
17 H 5.1011 -1.3770 -2.8504  C13 1.080
18 H 6.4727 -2.5079 -2.7980  C13 1.069
19 Br 1.6419 -2.0035 -1.7381  C20 1.980
20 C 2.6325 -3.6569 -1.2860  Br19 1.980, C21 1.536, H23 1.054, H24 1.120
21 C 1.8049 -4.4367 -0.2538  C20 1.536, Br22 1.962, H25 1.077, H26 1.067
22 Br 1.9565 -3.5179 1.4736  C21 1.962
23 H 3.6039 -3.4631 -0.9255  C20 1.054
24 H 2.7443 -4.2251 -2.2450  C20 1.120
25 H 2.3135 -5.3828 -0.1706  C21 1.077
26 H 0.8226 -4.4800 -0.6687  C21 1.067
27 Br -5.4797 -4.4347 2.4534  C28 1.940
28 C -3.8980 -5.5427 2.6343  Br27 1.940, C29 1.596, H31 1.088, H32 1.123
29 C -3.5347 -6.7075 1.6048  C28 1.596, Br30 1.957, H33 1.044, H34 1.072
30 Br -2.0339 -7.6872 2.3907  C29 1.957
31 H -4.1067 -6.0893 3.5521  C28 1.088
32 H -3.0668 -4.8184 2.8461  C28 1.123
33 H -3.1316 -6.3049 0.7295  C29 1.044
34 H -4.3632 -7.3511 1.3847  C29 1.072
35 Br 0.6848 -7.2387 5.0902  C36 2.010
36 C -0.8094 -6.0743 5.7614  Br35 2.010, C37 1.550, H39 1.104, H40 1.125
37 C -0.6463 -4.6595 5.1497  C36 1.550, Br38 1.956, H41 1.076, H42 1.078
38 Br -2.2081 -3.5506 5.5467  C37 1.956
39 H -0.7397 -6.0717 6.8637  C36 1.104
40 H -1.7584 -6.5333 5.3698  C36 1.125
41 H -0.5448 -4.7222 4.0803  C37 1.076
42 H 0.2088 -4.1450 5.5589  C37 1.078
43 Br 2.0124 6.1850 -6.8736  C44 1.995
44 C 1.9752 5.1836 -5.1491  Br43 1.995, C45 1.507, H47 1.129, H48 1.074
45 C 0.5754 4.7330 -4.8187  C44 1.507, Br46 1.959, H49 1.073, H50 1.059
46 Br 0.6037 3.3567 -3.4247  C45 1.959
47 H 2.2921 5.9094 -4.3445  C44 1.129
48 H 2.6391 4.3840 -5.4183  C44 1.074
49 H 0.0704 4.3072 -5.6648  C45 1.073
50 H 0.0816 5.5372 -4.3379  C45 1.059
51 Br -4.2152 -0.0797 6.0915  C52 1.957
52 C -5.0899 0.2631 4.3746  Br51 1.957, C53 1.471, H55 1.046, H56 1.121
53 C -4.5608 -0.6901 3.3871  C52 1.471, Br54 1.896, H57 1.046, H58 1.102
54 Br -5.4146 -0.4294 1.7145  C53 1.896
55 H -5.0220 1.2813 4.1437  C52 1.046
56 H -6.1741 0.0587 4.5718  C52 1.121
57 H -4.7820 -1.6804 3.6416  C53 1.046
58 H -3.4844 -0.5392 3.2037  C53 1.102
59 Br 3.3921 2.0490 -6.4832  C60 1.944
60 C 2.4385 0.6310 -5.5563  Br59 1.944, C61 1.502, H63 1.119, H64 1.069
61 C 3.3283 0.0103 -4.5174  C60 1.502, Br62 1.895, H65 1.097, H66 1.031
62 Br 3.9766 1.2437 -3.2339  C61 1.895
63 H 2.0541 -0.1076 -6.3044  C60 1.119
64 H 1.5698 1.1670 -5.2379  C60 1.069
65 H 4.1837 -0.4937 -4.9837  C61 1.097
66 H 2.7889 -0.6924 -3.9907  C61 1.031
67 Br -4.5297 -2.8476 -1.6115  C68 1.924
68 C -3.6903 -1.1591 -1.9914  Br67 1.924, C69 1.456, H71 1.039, H72 1.075
69 C -2.4568 -1.2899 -2.7530  C68 1.456, Br70 1.990, H73 1.091, H74 1.076
70 Br -1.5302 0.4641 -2.9074  C69 1.990
71 H -3.6329 -0.6138 -1.1083  C68 1.039
72 H -4.4855 -0.7035 -2.5531  C68 1.075
73 H -2.6911 -1.7197 -3.7280  C69 1.091
74 H -1.7648 -1.8936 -2.1914  C69 1.076
75 Br 2.4306 6.0408 -1.0693  C76 1.941
76 C 3.7326 5.9057 0.3634  Br75 1.941, C77 1.489, H79 1.075, H80 1.069
77 C 3.0904 5.1310 1.4607  C76 1.489, Br78 1.918, H81 1.065, H82 1.097
78 Br 4.3533 5.0648 2.9030  C77 1.918
79 H 3.9796 6.9228 0.6103  C76 1.075
80 H 4.5692 5.4538 -0.1243  C76 1.069
81 H 2.8444 4.1181 1.2399  C77 1.065
82 H 2.2234 5.6959 1.8262  C77 1.097
83 Br -0.1892 6.8424 2.2395  C84 1.909
84 C -0.7679 5.3418 3.2672  Br83 1.909, C85 1.552, H87 1.088, H88 1.085
85 C -2.2187 4.8632 2.9918  C84 1.552, Br86 1.967, H89 1.065, H90 1.089
86 Br -2.7171 3.1816 3.8824  C85 1.967
87 H -0.6275 5.6492 4.3017  C84 1.088
88 H -0.0801 4.5573 2.9683  C84 1.085
89 H -2.5183 4.6650 1.9895  C85 1.065
90 H -3.0032 5.4050 3.5187  C85 1.089
91 Br -1.5471 -1.9697 1.1028  C92 1.951
92 C -0.4181 -0.4242 0.7224  Br91 1.951, C93 1.513, H95 1.060, H96 1.085
93 C -1.3015 0.7471 1.0933  C92 1.513, Br94 1.976, H97 1.059, H98 1.142
94 Br -0.1779 2.3035 0.6254  C93 1.976
95 H -0.2387 -0.5213 -0.3178  C92 1.060
96 H 0.5193 -0.5667 1.2495  C92 1.085
97 H -1.6315 0.6988 2.0985  C93 1.059
98 H -2.1603 0.9262 0.3629  C93 1.142
99 Br 2.0815 -2.8283 -6.7014  C100 1.917
100 C 0.5606 -2.8907 -5.5365  Br99 1.917, C101 1.488, H103 1.120, H104 1.054
101 C 0.6740 -4.0931 -4.6671  C100 1.488, Br102 1.973, H105 1.094, H106 1.151
102 Br -0.9969 -4.4085 -3.6670  C101 1.973
103 H -0.3718 -2.9106 -6.1560  C100 1.120
104 H 0.4829 -1.9846 -5.0036  C100 1.054
105 H 1.4409 -4.0201 -3.8908  C101 1.094
106 H 0.6713 -5.0882 -5.2464  C101 1.151
107 Br -4.0202 3.1127 0.1057  C108 1.961
108 C -3.6452 4.5750 -1.1461  Br107 1.961, C109 1.468, H111 1.042, H112 1.129
109 C -2.4341 4.4705 -1.9683  C108 1.468, Br110 1.956, H113 1.086, H114 1.070
110 Br -2.5224 6.0749 -3.0828  C109 1.956
111 H -3.6763 5.3951 -0.5040  C108 1.042
112 H -4.5785 4.6847 -1.7723  C108 1.129
113 H -2.4488 3.6135 -2.6351  C109 1.086
114 H -1.5734 4.5034 -1.3341  C109 1.070

Mulliken population analysis, charges in e, atoms 1 to 4: number 1, N, carries 0.13; number 2, C, carries -0.77; number 3, C, carries -0.63; number 4, C, carries -0.53



The following is a quantum chemistry calculation of a single C4H7Cl2NO molecule in a non-equilibrium geometry, from OMol25.

Computed properties:
- SMILES = C[C@@H](Cl)[C@@](C)(Cl)N=O
- calculated total energy (Eh) = -1206.89413
- spin multiplicity = 1
- energy above the lowest of the compared OMol25 structures with the same formula, charge and spin (kcal per mole) = 47.11

Last columns: bonded neighbours and bond lengths (Å).
CARTESIAN COORDINATES (ANGSTROEM)
1 C 0.7038 -0.2007 -1.8517  C2 1.482, H9 1.103, H10 1.051, H11 1.015
2 C 0.8670 -0.3561 -0.3873  C1 1.482, Cl3 1.767, C4 1.563, H12 1.115
3 Cl 2.3509 0.4281 0.1653  C2 1.767
4 C -0.4120 0.2313 0.2930  C2 1.563, C5 1.522, Cl6 1.817, N7 1.598
5 C -0.2283 0.3748 1.7973  C4 1.522, H13 1.093, H14 1.021, H15 1.045
6 Cl -1.2445 1.6689 -0.4423  C4 1.817
7 N -1.4896 -0.9475 0.2435  C4 1.598, O8 1.177
8 O -2.6120 -0.6818 0.0086  N7 1.177
9 H 0.7239 0.8865 -2.0344  C1 1.103
10 H 1.3918 -0.7250 -2.4484  C1 1.051
11 H -0.2315 -0.5628 -2.0075  C1 1.015
12 H 0.8428 -1.4161 -0.0418  C2 1.115
13 H -0.0213 1.4010 2.1108  C5 1.093
14 H 0.4354 -0.2765 2.2199  C5 1.021
15 H -1.0765 0.1760 2.3749  C5 1.045

natural (NBO) population analysis, charges in e, atoms 1 to 4: number 1, C, carries -0.62; number 2, C, carries -0.23; number 3, Cl, carries -0.03; number 4, C, carries 0.04



Number 1: HOMO -0.3534 Eh, HOMO-LUMO gap 10.59 eV, LUMO energy 0.98 eV. Number 2: HOMO -0.3086 Eh, HOMO-LUMO gap 8.46 eV, LUMO energy 0.07 eV. Number 3: HOMO -0.3455 Eh, HOMO-LUMO gap 9.12 eV, LUMO energy -0.28 eV.